# 1
Formula: C4H12NO3
Source: the OMol25 dataset
Level of theory: ωB97M-V with the def2-TZVPD basis set

Net charge = 0
Orbital gap (spin up / spin down) = 10.63 / 7.49 eV
<S²> = 0.756
DFT total energy = -11970.8572 eV
Multiplicity = 2

CARTESIAN COORDINATES (ANGSTROEM)
C (0.101, -2.419, 0.724)
O (1.490, -2.836, 0.686)
C (0.055, -1.216, -0.125)
C (0.195, -0.081, 0.812)
C (0.466, 1.322, 0.010)
O (-0.627, 1.779, -0.437)
N (-1.375, -1.072, -0.749)
H (-0.525, -3.332, 0.458)
H (-0.098, -2.087, 1.798)
H (1.967, -1.954, 0.497)
H (0.705, -1.178, -1.043)
H (-0.724, 0.077, 1.371)
H (0.829, -0.176, 1.639)
H (0.997, 2.055, 0.674)
H (1.044, 0.948, -0.842)
H (-1.475, -0.028, -1.152)
H (-1.976, -0.986, 0.080)
H (-0.495, 2.989, -1.699)
H (-0.320, 4.291, -0.939)
O (-0.234, 3.905, -1.762)

These are the natural (NBO) partial charges, in e, on atoms 1 to 2: atom 1 (C): -0.069, atom 2 (O): -0.703

***

# 2
Formula: C4H12NO3
Source: the OMol25 dataset
Level of theory: ωB97M-V with the def2-TZVPD basis set

Net charge = +1
Orbital gap = 10.78 eV
DFT total energy = -11966.5352 eV

CARTESIAN COORDINATES (ANGSTROEM)
O (1.538, -1.999, 1.128)
C (0.546, -1.428, 1.435)
O (-0.102, -1.704, 2.533)
C (-0.162, -0.196, 0.799)
C (0.658, 1.015, 0.384)
C (0.679, 1.075, -1.237)
N (-1.314, 0.371, 1.901)
H (0.112, -2.494, 3.146)
H (-0.728, -0.554, -0.101)
H (1.765, 0.986, 0.641)
H (0.511, 2.072, 0.517)
H (-0.240, 0.892, -1.753)
H (1.147, 0.110, -1.402)
H (1.147, 1.962, -1.879)
H (-1.434, 1.431, 1.827)
H (-1.003, 0.353, 2.818)
H (-2.155, -0.034, 1.505)
H (-0.878, -0.357, -4.548)
H (0.334, -1.020, -3.975)
O (-0.421, -0.479, -3.739)

These are the natural (NBO) partial charges, in e, on atoms 1 to 2: atom 1 (O): -0.498, atom 2 (C): 0.766

***

# 3
Formula: C4H12NO3
Source: the OMol25 dataset
Level of theory: ωB97M-V with the def2-TZVPD basis set

Net charge = +2
Orbital gap (spin up / spin down) = 11.07 / 4.65 eV
<S²> = 0.758
DFT total energy = -11953.7096 eV
Multiplicity = 2

CARTESIAN COORDINATES (ANGSTROEM)
O (1.384, -1.211, -1.335)
C (0.522, -1.454, -0.524)
O (0.399, -2.518, 0.195)
C (-0.644, -0.362, -0.347)
C (-0.262, 1.048, -0.541)
C (-1.522, 1.981, -0.618)
N (-1.028, -0.499, 1.145)
H (0.525, -3.367, -0.265)
H (-1.513, -0.784, -0.832)
H (0.394, 1.233, -1.404)
H (0.410, 1.474, 0.210)
H (-1.416, 2.784, 0.109)
H (-2.454, 1.461, -0.385)
H (-1.598, 2.458, -1.588)
H (-1.033, -1.467, 1.490)
H (-1.979, -0.100, 1.265)
H (-0.368, 0.067, 1.674)
H (3.557, -0.648, 1.276)
H (3.476, -0.127, -0.218)
O (3.150, 0.030, 0.692)

These are the natural (NBO) partial charges, in e, on atoms 1 to 2: atom 1 (O): -0.149, atom 2 (C): 0.800

***

# 4
Formula: C4H12NOS
Source: the OMol25 dataset
Level of theory: ωB97M-V with the def2-TZVPD basis set

Net charge = -2
Orbital gap (spin up / spin down) = 1.96 / 6.37 eV
<S²> = 0.751
DFT total energy = -18712.5257 eV
Multiplicity = 2

CARTESIAN COORDINATES (ANGSTROEM)
C (1.964, -0.679, -1.419)
N (1.430, -0.946, -0.082)
C (-0.054, -0.820, -0.031)
C (-0.566, -0.173, 1.223)
S (-2.425, -0.014, 1.081)
C (3.473, -0.868, -1.455)
H (1.653, 0.299, -1.816)
H (1.510, -1.439, -2.059)
H (1.816, -0.242, 0.540)
H (-0.321, -0.140, -0.854)
H (-0.541, -1.761, -0.281)
H (-0.390, -0.808, 2.091)
H (-0.130, 0.813, 1.362)
H (3.668, -1.894, -1.127)
H (3.979, -0.240, -0.713)
H (3.925, -0.818, -2.451)
H (-2.060, 2.171, -0.176)
H (-1.035, 2.668, 0.720)
O (-1.657, 3.031, 0.076)

These are the natural (NBO) partial charges, in e, on atoms 1 to 2: atom 1 (C): -0.285, atom 2 (N): -0.644

***

# 5
Formula: C4H12NOS
Source: the OMol25 dataset
Level of theory: ωB97M-V with the def2-TZVPD basis set

Net charge = +1
Orbital gap = 9.41 eV
SMILES string = [NH3+][C@H](CO)CCS
DFT total energy = -18708.2962 eV

CARTESIAN COORDINATES (ANGSTROEM)
N (-0.577, 1.578, -0.964)
C (0.039, 0.255, -0.450)
C (-0.735, -0.791, -1.245)
O (-0.655, -0.480, -2.616)
C (-0.208, 0.131, 1.069)
C (0.818, -0.815, 1.693)
S (2.463, -0.041, 1.731)
H (-0.529, 1.762, -1.963)
H (-1.567, 1.488, -0.717)
H (-0.251, 2.351, -0.385)
H (1.108, 0.451, -0.573)
H (-0.468, -1.816, -0.947)
H (-1.815, -0.884, -1.023)
H (-0.238, -1.164, -3.150)
H (-1.277, -0.123, 1.108)
H (-0.175, 1.109, 1.558)
H (0.932, -1.757, 1.166)
H (0.381, -0.971, 2.683)
H (2.753, -0.281, 3.026)

These are the natural (NBO) partial charges, in e, on atoms 1 to 2: atom 1 (N): -0.682, atom 2 (C): -0.052

***

# 6
Formula: C4H12NOS
Source: the OMol25 dataset
Level of theory: ωB97M-V with the def2-TZVPD basis set

Net charge = +1
Orbital gap (spin up / spin down) = 8.18 / 8.18 eV
DFT total energy = -18704.9159 eV

CARTESIAN COORDINATES (ANGSTROEM)
C (-1.836, -0.511, -0.412)
C (0.208, 0.673, 1.400)
C (-0.768, 0.536, -0.909)
C (1.207, -0.721, -0.458)
N (0.487, 0.516, -0.064)
O (0.992, -1.834, 0.187)
S (3.435, 0.313, 0.106)
H (-2.815, -0.135, -0.642)
H (-1.716, -1.313, -1.055)
H (-1.833, -0.693, 0.641)
H (-0.815, 0.420, 1.782)
H (0.895, 0.072, 2.125)
H (0.412, 1.807, 1.545)
H (-1.324, 1.408, -0.753)
H (-0.693, 0.203, -1.956)
H (1.469, -0.706, -1.436)
H (0.863, 1.389, -0.449)
H (0.596, -1.935, 1.044)
H (3.916, -0.947, 0.076)

These are the natural (NBO) partial charges, in e, on atoms 1 to 2: atom 1 (C): -0.626, atom 2 (C): -0.479

***

# 7
Formula: C4H12NOS
Source: the OMol25 dataset
Level of theory: ωB97M-V with the def2-TZVPD basis set

Net charge = +1
Orbital gap = 9.09 eV
SMILES string = [NH3+][C@@H](CO)CCS
DFT total energy = -18706.7826 eV

CARTESIAN COORDINATES (ANGSTROEM)
N (0.235, -2.006, 0.232)
C (0.229, -0.545, -0.320)
C (-1.278, -0.315, -0.625)
O (-1.990, -1.334, -1.395)
C (0.746, 0.298, 0.883)
C (0.565, 1.817, 0.824)
S (0.610, 2.376, -0.953)
H (1.159, -2.161, 0.898)
H (0.483, -2.708, -0.522)
H (-0.650, -2.018, 0.791)
H (0.732, -0.743, -1.263)
H (-1.233, 0.601, -1.148)
H (-1.821, -0.262, 0.324)
H (-1.744, -1.000, -2.249)
H (0.036, 0.108, 1.779)
H (1.756, 0.085, 0.872)
H (-0.444, 2.019, 1.137)
H (1.431, 2.333, 1.366)
H (1.176, 3.455, -0.633)

These are the natural (NBO) partial charges, in e, on atoms 1 to 2: atom 1 (N): -0.732, atom 2 (C): -0.051

***

# 8
Formula: C4H12NP
Source: the OMol25 dataset
Level of theory: ωB97M-V with the def2-TZVPD basis set

Net charge = 0
Orbital gap (spin up / spin down) = 3.43 / 4.03 eV
<S²> = 2.013
DFT total energy = -15111.2731 eV
Multiplicity = 3

CARTESIAN COORDINATES (ANGSTROEM)
C (2.383, -1.392, -1.197)
C (0.155, -0.332, 2.053)
C (1.995, -0.444, -0.381)
C (-1.195, 0.195, 1.661)
N (-1.203, 0.443, 0.209)
P (-1.134, -0.357, -1.085)
H (1.803, -1.937, -1.943)
H (-2.286, -1.132, -1.646)
H (3.358, -2.004, -1.173)
H (0.635, -0.955, 1.243)
H (0.716, 0.491, 2.274)
H (0.045, -1.028, 2.957)
H (0.987, -0.115, -0.517)
H (2.596, -0.107, 0.461)
H (-1.951, -0.513, 1.931)
H (-1.351, 1.198, 2.042)
H (-0.382, -1.386, -1.480)
H (-0.702, 0.590, -1.985)

These are the natural (NBO) partial charges, in e, on atoms 1 to 2: atom 1 (C): -0.528, atom 2 (C): -0.618

***

# 9
Formula: C4H12NPS
Source: the OMol25 dataset
Level of theory: ωB97M-V with the def2-TZVPD basis set

Net charge = 0
Orbital gap (spin up / spin down) = 8.70 / 7.01 eV
DFT total energy = -25953.1347 eV

CARTESIAN COORDINATES (ANGSTROEM)
C (0.636, -3.459, -1.003)
C (-0.660, 1.750, 1.865)
C (-0.990, 2.921, -0.070)
C (1.319, -2.416, -0.262)
N (-1.268, 1.664, 0.587)
P (-0.326, -0.174, -1.418)
S (1.635, -0.719, -0.995)
H (-0.233, -2.997, -1.437)
H (1.225, -4.077, -1.659)
H (0.256, -4.189, -0.222)
H (-1.147, 0.915, 2.401)
H (0.450, 1.670, 1.766)
H (-1.041, 2.724, 2.271)
H (0.055, 3.184, 0.132)
H (-1.328, 3.021, -1.171)
H (-1.571, 3.756, 0.367)
H (2.269, -2.729, 0.112)
H (0.665, -2.020, 0.568)
H (0.056, 1.173, -1.831)

These are the natural (NBO) partial charges, in e, on atoms 1 to 2: atom 1 (C): -0.632, atom 2 (C): -0.493

***

# 10
Formula: C4H12NPS2
Source: the OMol25 dataset
Level of theory: ωB97M-V with the def2-TZVPD basis set

Net charge = 0
Orbital gap (spin up / spin down) = 8.02 / 4.65 eV
DFT total energy = -36788.6860 eV

CARTESIAN COORDINATES (ANGSTROEM)
C (2.519, -0.018, -0.821)
C (2.858, 0.855, 1.435)
C (-3.223, 1.204, -0.932)
C (-1.894, -1.950, 0.082)
N (1.989, 0.100, 0.542)
P (0.462, -0.318, 1.038)
S (-3.132, 1.051, 0.832)
S (-0.304, -1.424, -0.587)
H (3.548, -0.424, -0.864)
H (1.736, -0.356, -1.451)
H (2.628, 0.911, -1.268)
H (3.467, 0.144, 2.126)
H (3.626, 1.394, 0.983)
H (2.230, 1.433, 2.089)
H (-4.124, 1.832, -1.220)
H (-3.427, 0.108, -1.364)
H (-2.238, 1.626, -1.177)
H (-2.530, -1.080, 0.507)
H (-1.840, -2.589, 0.923)
H (-2.352, -2.499, -0.872)

These are the natural (NBO) partial charges, in e, on atoms 1 to 2: atom 1 (C): -0.417, atom 2 (C): -0.410